Entry 1:
Formula: C4H6IN2O
Source: OMol25
Level of theory: ωB97M-V/def2-TZVPD

Structure (XYZ):
```
14
Properties=species:S:1:pos:R:3:forces:R:3
C 1.08607 -1.26284 0.03172 0.61 1.38 -0.32
C 1.84433 -0.17826 -0.04898 0.75 -1.17 0.47
C -0.77624 0.41289 0.07639 2.12 3.98 -0.45
C -0.37792 -0.98523 -0.00616 0.09 -1.44 0.66
N 0.11980 1.44415 -0.08607 -1.06 -6.11 0.72
N -2.04471 0.69526 0.12696 0.49 -0.79 0.15
O 1.47232 1.11495 -0.06593 -0.10 2.15 -0.17
I 3.89144 -0.19253 0.03561 0.50 -0.08 -0.06
H 1.60358 -2.22412 0.09544 -0.83 0.25 -0.05
H -0.81335 -1.22707 -0.95225 -0.41 -0.99 -0.84
H -0.87958 -1.55019 0.78873 -0.26 0.14 -0.24
H -0.06514 2.39720 -0.10394 -0.16 1.96 0.01
H -2.65120 -0.03852 -0.12126 -1.13 -0.82 0.08
H -2.40940 1.59431 0.22974 -0.60 1.55 0.04
```
Forces are in eV/Å.

Its charge is +1. The HOMO energy comes out at -12.68 eV. For the LUMO energy, the calculation gives -4.04 eV.

***

Entry 2:
Formula: C3H5NO2
Source: OMol25
Level of theory: ωB97M-V/def2-TZVPD

Structure (XYZ):
```
11
Properties=species:S:1:pos:R:3:forces:R:3
N 1.47621 -0.10091 0.58283 0.63 -0.47 -1.19
C -0.07296 -0.35568 -0.88939 0.84 -0.07 0.77
C -0.94890 -0.82361 0.21144 -0.23 -0.12 0.17
O -0.80185 0.46691 0.85437 -1.30 1.14 -0.45
C -0.21357 0.99174 -0.38623 -0.21 0.74 1.01
O 0.02402 2.11340 -0.71945 -0.51 -0.64 0.51
H 1.16599 0.39826 1.45655 -0.53 -0.77 -1.37
H 1.98263 0.64582 0.11813 0.51 -0.10 -0.35
H -0.02753 -0.70308 -1.94038 0.83 0.14 0.90
H -2.01511 -0.91544 -0.00340 0.09 -0.31 -0.43
H -0.56893 -1.71742 0.71553 -0.13 0.45 0.44
```
Forces are in eV/Å.

The HOMO energy (spin up / spin down) comes out at -9.82 / -9.49 eV. For the LUMO energy (spin up / spin down), the calculation gives -0.98 / -0.86 eV.

***

Entry 3:
Formula: C4H8
Source: OMol25
Level of theory: ωB97M-V/def2-TZVPD

Structure (XYZ):
```
12
Properties=species:S:1:pos:R:3:forces:R:3
C -1.38324 -0.85198 0.55268 -2.10 -0.70 2.74
C -0.16024 -0.66853 -0.27723 0.56 -1.73 0.09
C 0.68157 0.41581 0.23631 -1.67 0.15 3.09
C 1.17930 1.28190 -0.58077 -0.10 1.18 -2.62
H -1.87283 0.18991 0.82082 0.90 -2.21 -0.28
H -1.24477 -1.57631 1.56744 -0.18 2.38 -2.58
H -2.10558 -1.41891 -0.04994 -0.14 0.21 0.35
H 0.50006 -1.55559 -0.10691 -0.67 0.11 -0.67
H -0.46238 -0.62065 -1.36735 0.80 0.28 1.14
H 0.62260 0.58686 1.44541 0.86 -0.72 -3.08
H 0.83703 1.30598 -1.67815 1.06 -0.25 1.69
H 1.82156 2.02554 -0.21733 0.69 1.29 0.14
```
Forces are in eV/Å.

Its SMILES is C=CCC. The HOMO energy comes out at -9.60 eV. For the LUMO energy, the calculation gives 1.31 eV.

***

Entry 4:
Formula: C21H55NO7
Source: OMol25
Level of theory: ωB97M-V/def2-TZVPD

Structure (XYZ):
```
84
Properties=species:S:1:pos:R:3:forces:R:3
C 2.49832 -3.74935 1.42942 0.09 -0.04 1.36
O 2.75036 -2.37027 1.64992 -0.79 1.64 -0.12
C 1.66577 -1.58660 2.26689 -0.31 0.22 -1.33
C 1.44705 -0.12349 1.67269 0.13 0.06 -0.50
N 0.91232 0.94696 2.53885 -0.02 0.00 1.31
C 1.05551 2.33188 2.10002 1.39 -0.52 -2.63
C 2.54832 2.87378 2.15433 -2.66 -0.40 0.62
O 2.69798 3.09056 3.54799 0.91 -0.30 0.23
C 3.94430 2.78918 4.15385 0.13 1.13 -0.07
H 3.41745 -4.22073 1.77741 -0.13 -0.43 -0.19
H 2.24629 -4.12530 0.43783 0.21 0.80 -0.55
H 1.67193 -4.09387 2.05110 -0.01 -0.07 0.33
H 1.75535 -1.55129 3.35262 0.21 -0.15 0.03
H 0.76176 -2.11261 1.96001 -0.24 -0.09 0.61
H 0.69358 -0.23077 0.89238 -0.10 -0.11 -0.07
H 2.30795 0.22280 1.10082 0.68 -0.21 0.23
H 1.30347 1.02128 3.46707 0.28 -1.05 0.33
H 0.35791 2.99483 2.61183 0.29 -0.09 0.26
H 0.78492 2.35374 1.04437 -0.32 0.18 -0.13
H 2.57626 3.79959 1.57971 0.23 0.32 0.16
H 3.24030 2.17450 1.68501 0.17 -0.23 0.39
H 4.77576 2.96493 3.47129 0.07 -0.31 -0.21
H 4.01037 1.80332 4.61408 -0.20 -0.22 -0.26
H 4.08068 3.53704 4.93501 -0.03 -0.11 0.24
C -3.60108 -4.18348 0.82479 0.96 0.60 -1.02
C -2.89858 -5.10829 -0.26631 2.13 0.89 2.01
C -1.44688 -4.63961 -0.65156 -1.13 1.62 -0.47
O -2.64331 -6.39509 0.26156 -1.23 -1.35 -0.24
H -3.52781 -3.12342 0.58184 -0.34 0.15 -0.98
H -3.02475 -4.05657 1.74121 0.12 -1.14 0.36
H -4.65442 -4.36559 1.03790 0.21 -0.45 -0.07
H -3.48987 -5.18739 -1.17857 -0.12 -0.22 0.23
H -0.69903 -4.58537 0.13958 -0.38 -0.48 0.47
H -1.53040 -3.60093 -0.97134 0.14 0.28 -0.38
H -1.01328 -5.19705 -1.48183 -0.29 -0.23 0.11
H -2.30860 -6.35951 1.16062 -0.05 0.39 -0.01
C 3.62454 -1.81272 -2.91574 -1.69 -1.07 -0.32
C 4.45551 -1.37665 -1.80682 2.27 0.49 1.60
C 5.06130 -2.46150 -0.84219 -1.09 0.55 -0.89
O 5.58112 -0.69004 -2.25440 1.96 1.01 -1.03
H 3.96747 -2.72016 -3.41277 -0.01 -0.08 0.09
H 3.42075 -1.06108 -3.67838 0.19 0.28 0.12
H 2.68679 -1.96964 -2.38273 -0.53 -0.63 -0.66
H 3.94163 -0.60313 -1.23611 -0.70 -0.41 0.46
H 5.18462 -1.96605 0.12083 -0.24 -0.61 0.18
H 6.03844 -2.81815 -1.16792 -0.04 0.34 -0.36
H 4.40225 -3.32886 -0.88019 -0.11 -0.01 0.80
H 5.47376 -0.44730 -3.17697 0.01 0.12 0.03
C -2.24272 4.49311 -1.53507 -0.61 3.08 -0.15
C -0.76525 4.35462 -1.43602 -0.68 -2.36 -1.50
C 0.15072 5.40550 -0.97756 0.54 1.80 0.80
O -0.67884 3.20969 -0.66218 2.21 -1.43 1.87
H -2.65245 3.72847 -2.19502 -0.14 0.14 0.23
H -2.39316 5.50285 -1.91704 -0.73 0.05 -0.72
H -2.71649 4.55354 -0.55528 0.02 -0.54 0.08
H -0.47773 4.10013 -2.45615 0.49 0.01 -0.47
H -0.10782 5.78067 0.01265 -0.15 0.14 0.07
H 0.18088 6.24113 -1.67678 -0.59 0.20 -0.02
H 1.21790 5.18882 -0.92982 -0.12 -0.98 0.01
H -1.23530 2.49507 -0.98042 -0.22 -0.19 -0.26
C -1.28720 0.53338 -3.84465 -1.31 -0.10 -0.41
C -1.41574 -0.11808 -2.50277 1.95 1.92 1.40
C 0.02241 -0.35933 -1.95674 -0.52 -1.97 0.18
O -2.01537 0.77834 -1.49621 -0.12 -0.63 -1.01
H -2.25213 1.00280 -4.03612 0.03 0.24 -0.38
H -1.19716 -0.30024 -4.54111 0.24 0.21 -0.34
H -0.48239 1.25251 -3.99707 0.02 -0.13 0.35
H -2.13541 -0.93368 -2.57314 0.66 -0.55 -0.04
H 0.65343 -0.92543 -2.64190 -0.04 0.19 -0.41
H -0.02124 -1.02930 -1.09805 -0.11 0.01 0.32
H 0.57509 0.51622 -1.61608 -0.54 0.37 -0.36
H -2.41222 0.12233 -0.91849 -0.28 0.53 0.58
C -3.35680 0.30852 1.42748 -1.04 0.01 0.84
C -4.54887 1.36902 1.43020 1.72 -1.16 -3.21
C -4.81148 1.87078 0.00346 0.48 0.61 0.37
O -5.75651 0.73010 1.75278 -0.17 -0.07 1.56
H -3.56289 -0.52787 0.75959 -0.65 -0.04 -0.16
H -3.34359 -0.13079 2.42495 0.20 -0.07 0.10
H -2.32787 0.56403 1.17428 -0.17 1.00 0.20
H -4.29970 2.25448 2.01499 -0.10 -0.27 0.50
H -3.91373 2.38494 -0.33974 -0.25 0.30 -0.31
H -5.68408 2.51763 0.09431 0.20 0.43 -0.30
H -5.09349 1.12227 -0.73702 0.22 -0.43 0.35
H -6.11648 1.26122 2.46687 -0.45 -0.35 0.17
```
Forces are in eV/Å.

Its SMILES is COCCNCCOC.CC(C)O.CC(C)O.CC(C)O.CC(C)O.CC(C)O. The HOMO energy comes out at -8.38 eV. For the LUMO energy, the calculation gives 0.51 eV.

***

One value per record, in order, for relative energy (zero: lowest compared OMol25 entry of this formula, charge and spin): 1.446, 5.199, 1.478, 3.262 eV.